(1)
Molecular formula: C28H21AuO6PS3
Method: DFT, the ωB97M-V functional and the def2-TZVPD basis

Summary:
Electronic energy: -87149.703 eV
HOMO level (alpha / beta): -4.321 / -4.320 eV
Strongest force on any atom: 1.3 eV/Å
Charge: -1
Orbital gap (alpha / beta): 4.361 / 4.359 eV
Relative energy (zero: lowest compared OMol25 entry of this formula, charge and spin): 0.0 kJ/mol

Each line ends with the Mulliken charge.
Cartesian coordinates (Å):
Au1 -0.00062 0.82562 0.92565  0.2650
O1 -2.64316 0.80562 0.69757  -0.5744
S1 -2.66115 1.94177 -0.23128  1.2410
O2 -3.71780 2.90378 -0.00725  -0.7738
O3 -1.33333 2.54132 -0.41965  -0.6457
C1 -2.93994 1.18003 -1.80670  -0.0623
C2 -4.06175 1.49452 -2.56056  -0.4553
C3 -4.25941 0.87060 -3.78202  -0.4920
C4 -3.33845 -0.06284 -4.24071  -0.7872
C5 -2.21896 -0.37440 -3.48188  -0.1850
C6 -1.99416 0.24516 -2.25664  -0.3576
P1 -0.49835 -0.24120 -1.25587  1.1036
C7 0.86216 0.00846 -2.46000  0.2489
C8 0.76753 0.91877 -3.51017  -0.6383
C9 1.86459 1.16229 -4.33090  -0.6282
C10 3.06694 0.50822 -4.10208  -0.5008
C11 3.17567 -0.37984 -3.03874  -0.7611
C12 2.08502 -0.62332 -2.21497  -0.3455
C13 -0.82178 -2.04722 -1.26620  0.7074
C14 -1.76725 -2.49697 -0.34009  -0.6937
C15 -2.06142 -3.84675 -0.24790  -0.5997
C16 -1.42278 -4.75959 -1.08319  -0.5459
C17 -0.50856 -4.31292 -2.02310  -0.7191
C18 -0.20389 -2.95714 -2.11274  -0.0472
H1 -4.75962 2.22429 -2.16898  0.5437
H2 -5.13361 1.10695 -4.37787  0.3724
H3 -3.49366 -0.55282 -5.19448  0.3916
H4 -1.50763 -1.10548 -3.84883  0.4324
H5 -0.15972 1.45034 -3.68392  0.4536
H6 1.77632 1.86888 -5.14762  0.3947
H7 3.91772 0.69544 -4.74796  0.3625
H8 4.11529 -0.88100 -2.83680  0.4466
H9 2.18374 -1.30915 -1.37790  0.5650
H10 -2.24312 -1.77600 0.31686  0.4384
H11 -2.77414 -4.19271 0.49186  0.4097
H12 -1.63344 -5.81895 -0.99167  0.3588
H13 -0.01894 -5.02025 -2.68260  0.3867
H14 0.52820 -2.61985 -2.83625  0.4019
O4 0.48148 -1.73728 1.43905  -0.3549
S2 1.85227 -2.16933 1.71125  1.0453
O5 1.97459 -2.96600 2.91985  -0.6564
O6 2.59819 -2.64432 0.56475  -0.6645
S3 2.79528 -0.29762 2.19728  -0.1140
C19 2.75224 0.47793 5.87545  -0.8757
C20 2.44237 -0.38365 4.86217  -0.3705
C21 1.71085 0.05973 3.68057  0.4396
C22 1.22235 1.47418 3.66897  0.4431
C23 0.45603 1.95289 2.59737  -0.7671
C24 0.01633 3.27837 2.66100  -0.4265
C25 0.33991 4.12503 3.74394  -0.9350
C26 1.10155 3.65711 4.77632  -0.8099
C27 1.55891 2.31755 4.76271  0.6935
C28 2.31770 1.81086 5.82802  -0.3523
H15 3.30273 0.12495 6.73847  0.3763
H16 2.70898 -1.43419 4.89482  0.5505
H17 0.87159 -0.61515 3.46061  0.4844
H18 -0.58030 3.66848 1.84168  0.4524
H19 -0.01253 5.15038 3.74860  0.3979
H20 1.36826 4.29873 5.60987  0.3497
H21 2.55470 2.47770 6.65284  0.3829



(2)
Molecular formula: C4H6O2
Method: DFT, the ωB97M-V functional and the def2-TZVPD basis

Summary:
Electronic energy: -8335.881 eV
HOMO level: -9.435 eV
Strongest force on any atom: 0.6 eV/Å
Orbital gap: 9.809 eV
Relative energy (zero: lowest compared OMol25 entry of this formula, charge and spin): 441.9 kJ/mol

Each line ends with the Mulliken charge.
Cartesian coordinates (Å):
O1 1.03787 -0.38908 -1.39950  -0.5853
C1 0.76384 -1.04607 -0.32629  -0.2853
C2 -0.41889 -0.17602 0.97195  -0.0670
O2 0.32380 0.33001 2.02146  -0.5096
C3 -0.99667 0.67366 0.04758  -0.2493
C4 -0.90807 1.18794 -1.10311  -0.4605
H1 0.08876 0.49495 -1.53035  0.4416
H2 1.54815 -1.10025 0.44155  0.3119
H3 0.17092 -1.96873 -0.43732  0.2900
H4 -0.97682 -1.04499 1.31435  0.3923
H5 0.78705 1.12026 1.70975  0.3676
H6 -1.41993 1.91832 -1.71008  0.3536



(3)
Molecular formula: C9H11O3
Method: DFT, the ωB97M-V functional and the def2-TZVPD basis

Summary:
Electronic energy: -15655.277 eV
HOMO level: -4.235 eV
Strongest force on any atom: 2.8 eV/Å
Charge: -1
Orbital gap: 7.362 eV
Relative energy (zero: lowest compared OMol25 entry of this formula, charge and spin): 98.8 kJ/mol

Each line ends with the Mulliken charge.
Cartesian coordinates (Å):
C1 4.64743 0.68807 0.14644  -0.8915
C2 3.38418 1.21213 -0.57135  0.6019
O1 2.41740 0.40650 -0.60872  -0.7094
O2 3.47402 2.33152 -1.13001  -0.7370
H1 5.15260 1.41866 0.78711  0.2992
H2 5.32649 0.43738 -0.66959  0.1976
H3 4.40070 -0.10596 0.85460  0.2585
C3 -3.23092 -3.06958 0.97307  -1.3143
C4 -0.65306 -0.32092 0.75378  -0.1178
C5 -1.19662 0.57105 -0.16173  -0.1335
C6 -1.30751 -1.44867 1.18380  -0.6325
C7 -2.59380 -1.71358 0.67541  0.9066
C8 -2.48366 0.35898 -0.60046  -0.2963
C9 -3.18669 -0.82847 -0.19104  -0.5422
O3 -0.53089 1.72803 -0.49215  -0.5443
H4 0.39209 -0.22456 1.03783  0.3838
H5 -0.80206 -2.05597 1.92152  0.3478
H6 -3.07922 1.11189 -1.09737  0.3809
H7 0.22213 1.47919 -1.02461  0.2883
H8 -4.30466 -2.92737 0.87308  0.3506
H9 -3.03982 -3.37079 2.00338  0.3431
H10 -4.11318 -0.89135 -0.74679  0.2909
H11 -2.77704 -3.85539 0.37015  0.2698



(4)
Molecular formula: C40H54BInN7S9
Method: DFT, the ωB97M-V functional and the def2-TZVPD basis

Summary:
Electronic energy: -156160.660 eV
HOMO level: -3.837 eV
Strongest force on any atom: 0.6 eV/Å
Charge: -1
Orbital gap: 5.969 eV
Relative energy (zero: lowest compared OMol25 entry of this formula, charge and spin): 0.0 kJ/mol

Each line ends with the Mulliken charge.
Cartesian coordinates (Å):
In1 0.17945 0.16071 0.23687  0.4296
C1 0.25839 2.05978 -4.56590  -2.2518
C2 -1.24926 1.96516 -4.78055  1.6108
C3 -1.50454 1.92289 -6.29064  -1.7087
C4 -1.91779 3.20476 -4.15783  -1.7180
N1 -1.88774 0.76950 -4.18000  0.5223
C5 -3.27280 0.64647 -4.24481  -0.2290
C6 -3.59672 -0.50031 -3.63336  -1.4384
N2 -2.43531 -1.09310 -3.18861  0.0816
B1 -2.55973 -2.42410 -2.40694  0.7908
N3 -3.01606 -2.26254 -0.93236  0.0315
C7 -3.41660 -3.42594 -0.31339  -1.4489
C8 -3.70406 -3.14809 0.96354  -0.3056
N4 -3.47303 -1.79338 1.14795  0.5346
C9 -3.06964 -1.24877 -0.03555  -0.4193
S1 -2.83293 0.41782 -0.35362  0.0292
C10 -3.71785 -1.19507 2.48960  1.8310
C11 -3.20668 0.23268 2.64508  -2.1910
C12 -2.99180 -2.06356 3.52712  -1.7270
C13 -5.22921 -1.20914 2.73060  -1.8784
N5 -1.28015 -3.27610 -2.53588  -0.0563
C14 -1.00983 -3.79574 -3.78391  -1.3960
C15 0.21581 -4.33528 -3.75602  -0.1925
N6 0.72478 -4.13354 -2.47717  0.5957
C16 -0.23167 -3.51893 -1.71341  0.2718
S2 -0.17872 -3.19741 -0.05094  -0.3191
C17 2.09666 -4.59390 -2.14827  1.5786
C18 3.01544 -4.18295 -3.30945  -1.6571
C19 2.67246 -3.97318 -0.88016  -2.3068
C20 2.06345 -6.11594 -2.00154  -1.7017
C21 -1.37872 -0.31822 -3.52421  0.0790
S3 0.24673 -0.66108 -3.18192  -0.1104
H1 0.58739 2.99173 -5.02991  0.5891
H2 0.53182 2.06576 -3.51655  0.3939
H3 0.78257 1.22512 -5.02396  0.4647
H4 -1.11352 2.83122 -6.75227  0.4372
H5 -0.99961 1.06266 -6.73120  0.3637
H6 -2.56795 1.85414 -6.51816  0.3796
H7 -1.27462 4.07614 -4.28536  0.4910
H8 -2.87880 3.43026 -4.62182  0.4078
H9 -2.09016 3.04763 -3.09153  0.2957
H10 -3.89999 1.39033 -4.69558  0.5240
H11 -4.55796 -0.94351 -3.44961  0.5600
H12 -3.44050 -3.05010 -2.96350  -0.2276
H13 -3.43663 -4.36099 -0.84198  0.5770
H14 -4.01927 -3.79698 1.75560  0.5334
H15 -2.13089 0.29788 2.48278  -0.0077
H16 -3.70717 0.91462 1.96184  0.3053
H17 -3.41026 0.53136 3.67460  0.7404
H18 -1.96049 -2.23659 3.21876  0.3011
H19 -2.97249 -1.53899 4.48195  0.4649
H20 -3.47980 -3.02507 3.68305  0.4657
H21 -5.72906 -0.56348 2.00702  0.3297
H22 -5.63838 -2.21574 2.63654  0.4314
H23 -5.44392 -0.84240 3.73532  0.4353
H24 -1.71240 -3.70773 -4.59244  0.5627
H25 0.77136 -4.81749 -4.53488  0.4976
H26 2.86863 -3.12838 -3.54440  0.2945
H27 4.05324 -4.33397 -3.01303  0.4687
H28 2.84314 -4.76712 -4.21237  0.4202
H29 2.64814 -2.88505 -0.92673  0.5075
H30 2.13341 -4.27706 0.01103  0.4329
H31 3.71045 -4.30254 -0.80614  0.5543
H32 1.65161 -6.58758 -2.89515  0.3697
H33 3.07279 -6.49856 -1.84118  0.4372
H34 1.44437 -6.39143 -1.14703  0.3399
S4 2.84083 3.66776 7.51434  -0.3049
C22 2.47460 2.95756 6.06491  0.0902
S5 3.19297 3.39293 4.57014  -0.0907
C23 2.31405 2.28411 3.53256  -0.2826
C24 1.40216 1.46552 4.12403  -0.0486
S6 0.37274 0.28748 3.44070  -0.0621
S7 1.32585 1.68394 5.87592  -0.1467
S8 2.58576 2.41819 1.81077  0.2274
C25 5.66862 0.06006 0.42338  -1.6300
C26 5.04227 1.10335 1.34557  0.8648
C27 5.66652 1.03408 2.73585  -1.3392
C28 3.52536 0.90611 1.41378  -0.7948
H35 6.75211 0.18683 0.37379  0.4356
H36 5.26821 0.13264 -0.58926  0.3611
H37 5.46482 -0.94629 0.79442  0.3367
H38 5.23394 2.09844 0.93169  0.1963
H39 5.50851 0.04303 3.16854  0.3294
H40 5.22127 1.76669 3.40798  0.1876
H41 6.74156 1.22015 2.69291  0.4357
H42 3.24405 0.16073 2.16022  0.4883
H43 3.13557 0.57424 0.44874  0.0554
N7 -0.12752 2.76496 -0.30575  -0.0181
S9 -0.42040 3.56692 1.01462  0.7957
C29 0.35785 5.19340 0.93091  0.1287
C30 1.40548 5.34280 0.03894  -0.2284
C31 2.09937 6.54540 0.00068  -0.7248
C32 1.74959 7.57762 0.85736  -0.3754
C33 0.70174 7.41321 1.75575  -0.6697
C34 0.00402 6.21746 1.79907  -0.4949
C35 -2.14227 4.06769 1.00826  0.1629
C36 -3.00145 3.26227 1.73975  -0.7723
C37 -4.37053 3.47017 1.65209  -0.3279
C38 -4.86622 4.47595 0.83713  -0.6210
C39 -3.99769 5.27728 0.10428  -0.7064
C40 -2.62992 5.07374 0.18408  -0.1923
H44 -0.51769 3.21468 -1.12974  -0.0979
H45 1.66468 4.51315 -0.60751  0.4544
H46 2.91968 6.66944 -0.69390  0.4000
H47 2.30105 8.50847 0.83670  0.3822
H48 0.43026 8.21806 2.42582  0.3902
H49 -0.81459 6.08525 2.49553  0.4696
H50 -2.59616 2.46609 2.35200  0.5590
H51 -5.04638 2.83519 2.20909  0.4653
H52 -5.93403 4.63494 0.76421  0.3841
H53 -4.38772 6.05832 -0.53532  0.4024
H54 -1.94788 5.69131 -0.38778  0.4542